1.
{"formula": "C28H29BHgN6OSi", "method": "ωB97M-V/def2-TZVPD", "homo_ev": -8.44, "spin_multiplicity": 1, "orbital_gap_ha": 0.257, "e_tot_ha": -1955.96978, "de_lowest_kcal_mol": 0.00, "mol_weight_g_mol": 705.069, "symbols": ["H", "N", "B", "N", "C", "Hg", "H", "C", "H", "C", "H", "C", "H", "H", "H", "N", "N", "N", "N", "C", "C", "H", "H", "C", "C", "C", "C", "H", "H", "H", "H", "H", "O", "Si", "C", "C", "C", "C", "C", "C", "C", "C", "C", "C", "C", "C", "C", "C", "C", "C", "C", "C", "H", "H", "H", "H", "H", "H", "H", "H", "H", "H", "H", "H", "H", "H", "H"], "positions_angstrom": [[0.2368, 4.0225, -2.0274], [-0.0135, 2.1023, -2.9578], [-0.5369, 0.2533, -4.8482], [-0.1684, 1.7070, -4.2805], [0.1182, 2.7764, -5.0674], [0.7949, 1.1803, -1.1413], [0.2081, 2.6559, -6.1392], [0.3723, 3.8758, -4.2569], [0.6676, 4.8527, -4.5860], [0.2089, 3.4500, -2.9454], [-0.1674, 0.2711, -6.0065], [-3.0713, -3.5467, 0.4971], [-2.4441, -3.1753, 1.3121], [-2.8811, -2.9790, -0.4187], [-2.8587, -4.6050, 0.3199], [-2.0386, -0.2275, -4.9113], [0.3563, -0.7834, -4.1084], [-2.6405, -1.0821, -3.9863], [0.5790, -0.7484, -2.7672], [-2.9145, 0.0273, -5.9299], [1.0973, -1.7736, -4.6737], [-2.5830, 0.5853, -6.8027], [1.0941, -1.9182, -5.7433], [-4.1394, -0.5970, -5.6338], [1.7838, -2.4234, -3.6553], [-3.9027, -1.2637, -4.3912], [1.3981, -1.7763, -2.4663], [-5.0249, -0.6011, -6.2366], [2.4643, -3.2399, -3.7558], [-4.6291, -1.8521, -3.8397], [1.6705, -2.0098, -1.4436], [-4.0954, -3.4544, 0.7599], [0.7696, 0.1117, 0.6823], [0.8956, 0.2804, 2.2885], [1.2839, -1.4294, 2.9118], [0.5764, -2.0208, 3.9643], [0.7512, -3.3846, 4.2469], [1.6312, -4.1527, 3.4733], [2.3347, -3.5647, 2.4142], [2.1580, -2.2041, 2.1367], [2.1657, 1.5318, 2.8090], [2.0744, 2.8557, 2.3613], [3.1086, 3.7524, 2.6364], [4.2193, 3.3336, 3.3728], [4.2686, 2.0321, 3.8815], [3.2435, 1.1252, 3.5985], [-0.7102, 0.8286, 3.0337], [-1.8892, 0.2877, 2.5033], [-3.1336, 0.6685, 3.0230], [-3.1901, 1.6469, 4.0288], [-2.0175, 2.2570, 4.4871], [-0.7747, 1.8498, 3.9852], [-0.1478, -1.4390, 4.5378], [0.1789, -3.8601, 5.0469], [1.7542, -5.2206, 3.6686], [2.9942, -4.1607, 1.7758], [2.6642, -1.7623, 1.2743], [1.2251, 3.1668, 1.7460], [3.0808, 4.7500, 2.2049], [5.0736, 3.9943, 3.4835], [5.1451, 1.6966, 4.4303], [3.3154, 0.0887, 3.9324], [-1.8500, -0.3897, 1.6440], [-4.0497, 0.2231, 2.6262], [-4.1614, 1.9716, 4.4107], [-2.0614, 3.0692, 5.2161], [0.1328, 2.3641, 4.2951]], "lowdin_charge": [0.10, -0.12, -0.47, 0.01, -0.05, 1.25, 0.13, -0.07, 0.10, -0.16, 0.11, -0.04, 0.01, 0.02, 0.02, -0.06, -0.05, 0.05, -0.04, -0.11, -0.07, 0.11, 0.12, -0.08, -0.07, -0.18, -0.15, 0.07, 0.08, 0.09, 0.09, 0.00, -0.48, 0.41, -0.24, -0.08, -0.08, -0.09, -0.09, -0.10, -0.25, -0.11, -0.09, -0.09, -0.08, -0.08, -0.25, -0.09, -0.08, -0.09, -0.09, -0.09, 0.10, 0.10, 0.10, 0.10, 0.10, 0.10, 0.10, 0.10, 0.10, 0.10, 0.10, 0.10, 0.10, 0.10, 0.10]}

2.
{"formula": "H32KrO16", "method": "ωB97M-V/def2-TZVPD", "homo_ev": -10.03, "spin_multiplicity": 1, "orbital_gap_ha": 0.360, "e_tot_ha": -3976.69394, "mol_weight_g_mol": 372.040, "symbols": ["Kr", "O", "H", "H", "O", "H", "H", "O", "H", "H", "O", "H", "H", "O", "H", "H", "O", "H", "H", "O", "H", "H", "O", "H", "H", "O", "H", "H", "O", "H", "H", "O", "H", "H", "O", "H", "H", "O", "H", "H", "O", "H", "H", "O", "H", "H", "O", "H", "H"], "positions_angstrom": [[11.2063, 9.1177, 23.9000], [8.8253, 12.2536, 25.5100], [8.9908, 11.4503, 26.0036], [7.8938, 12.4294, 25.6431], [8.4926, 5.8897, 25.0975], [9.4308, 5.7532, 24.9655], [8.0763, 5.1697, 24.6236], [9.2559, 8.0966, 21.2019], [10.0137, 8.6807, 21.2304], [8.9194, 8.1835, 20.3100], [13.9284, 8.4170, 21.9051], [14.7994, 8.6666, 21.5965], [13.3334, 8.7322, 21.2247], [7.9852, 8.5828, 25.1026], [8.6087, 8.9376, 25.7363], [8.1588, 7.6415, 25.0963], [13.1415, 7.5801, 26.0273], [12.5881, 6.9420, 25.5771], [12.6978, 7.7370, 26.8608], [12.5103, 11.0039, 26.3088], [12.2477, 11.7080, 25.7159], [13.1466, 10.4934, 25.8081], [8.5451, 12.1454, 22.6373], [8.3626, 11.2127, 22.5235], [8.8022, 12.2294, 23.5555], [11.5177, 9.9737, 20.7652], [11.4799, 10.2791, 19.8588], [11.5350, 10.7753, 21.2880], [13.0073, 5.6736, 22.5751], [13.4157, 6.5016, 22.3222], [13.7254, 5.1510, 22.9322], [9.9800, 9.6742, 26.8989], [10.0412, 8.8343, 27.3537], [10.8659, 9.8369, 26.5750], [7.4372, 9.4969, 22.5899], [8.1243, 9.0829, 22.0676], [7.5734, 9.1605, 23.4756], [11.9203, 12.3034, 21.8245], [11.0196, 12.5121, 21.5768], [12.0307, 12.7033, 22.6871], [10.9027, 5.7123, 20.9063], [11.5690, 5.7475, 21.5927], [10.3727, 6.4970, 21.0460], [14.4235, 10.5550, 23.7776], [14.1849, 9.7944, 23.2476], [15.1139, 10.2356, 24.3586], [11.1342, 5.3966, 24.7768], [11.4885, 4.6909, 25.3178], [11.6044, 5.3215, 23.9464]], "lowdin_charge": [0.46, -0.04, 0.01, 0.06, -0.04, -0.02, 0.06, -0.06, -0.01, 0.08, -0.06, 0.07, 0.03, -0.07, -0.02, -0.01, -0.08, -0.03, 0.03, -0.07, 0.04, -0.01, -0.07, -0.02, -0.02, -0.08, 0.06, -0.04, -0.04, 0.02, 0.08, -0.07, 0.06, -0.04, -0.07, -0.03, -0.02, -0.04, 0.05, 0.06, -0.06, -0.04, -0.02, -0.06, -0.03, 0.04, -0.04, 0.07, 0.02]}

3.
{"formula": "C11H9NS", "method": "ωB97M-V/def2-TZVPD", "homo_ev": -8.38, "spin_multiplicity": 1, "orbital_gap_ha": 0.335, "smiles": "c1ccc(Sc2cccnc2)cc1", "e_tot_ha": -877.45715, "de_lowest_kcal_mol": 0.00, "mol_weight_g_mol": 187.267, "symbols": ["C", "C", "C", "C", "S", "C", "C", "C", "C", "N", "C", "C", "C", "H", "H", "H", "H", "H", "H", "H", "H", "H"], "positions_angstrom": [[-2.8689, -1.6889, -1.6451], [-2.7404, -0.4056, -1.0674], [-1.7907, -0.1192, -0.0766], [-0.8947, -1.1824, 0.1996], [0.4317, -1.1023, 1.4303], [1.4076, 0.3891, 1.0542], [1.9072, 1.2042, 2.0289], [2.5405, 2.3784, 1.6448], [2.6806, 2.7081, 0.3421], [2.3763, 1.8664, -0.6336], [1.8499, 0.6993, -0.3131], [-1.0171, -2.4574, -0.4069], [-1.9211, -2.6995, -1.4664], [-3.6092, -1.7926, -2.4846], [-3.4124, 0.4518, -1.1839], [-1.8052, 0.7880, 0.4176], [1.6452, 0.9712, 3.0608], [2.8701, 3.3070, 2.3057], [3.1467, 3.6702, 0.0841], [1.6263, -0.1365, -1.0968], [-0.3481, -3.2702, -0.1920], [-2.0744, -3.5792, -2.0016]], "lowdin_charge": [-0.09, -0.08, -0.08, -0.51, 0.95, -0.49, -0.12, -0.10, -0.20, 0.05, -0.14, -0.11, -0.07, 0.11, 0.11, 0.08, 0.11, 0.15, 0.11, 0.14, 0.09, 0.08]}